{"formula": "C5H6N", "method": "ωB97M-V/def2-TZVPD", "smiles": "C#C[C@@H](C)[N+]#C", "charge": 1, "homo_lumo_gap_ev": 9.60, "largest_force_ha_per_bohr": 0.0591, "relative_energy_kcal_mol": 104.86, "symbols": ["C", "C", "C", "C", "N", "C", "H", "H", "H", "H", "H", "H"], "xyz": [[-1.403392, 1.798471, 0.004121], [-0.791347, 0.897820, 0.519529], [0.315344, 0.002649, 0.710326], [-0.228022, -1.401555, 0.510475], [1.169667, 0.179152, -0.459896], [1.415544, 0.576428, -1.480763], [-2.119163, 2.469957, -0.412557], [1.015704, -0.036675, 1.634738], [-0.550603, -1.954081, 1.450384], [0.582180, -1.979792, 0.180017], [-1.026444, -1.598500, -0.266931], [1.620531, 1.046125, -2.389443]], "atomic_forces_ev_per_a": [[-0.5, -0.7, 0.5], [0.5, 2.2, 0.0], [0.2, -2.2, 1.4], [-1.6, -2.5, 0.8], [-0.4, 0.6, 0.8], [0.5, 0.1, -0.3], [0.1, 0.2, 0.0], [-1.5, 0.8, -1.4], [0.2, 1.3, -0.9], [1.3, -1.1, -0.4], [0.7, 1.1, 0.9], [0.5, 0.3, -1.3]]}

{"formula": "C5H6N", "method": "ωB97M-V/def2-TZVPD", "charge": 1, "homo_lumo_gap_ev": [6.59, 6.79], "largest_force_ha_per_bohr": 0.0715, "relative_energy_kcal_mol": 154.53, "symbols": ["C", "C", "C", "C", "C", "N", "H", "H", "H", "H", "H", "H"], "xyz": [[-0.651440, 0.409666, 0.282542], [0.443282, 1.136961, 0.099099], [1.605262, 0.329325, 0.133725], [1.784099, -0.931438, -0.044354], [-2.014152, -0.011783, -0.120749], [-0.994310, -0.901274, 0.390086], [2.559647, 0.906523, 0.167669], [0.594829, 2.220364, -0.001825], [2.397247, -1.770830, -0.020351], [-3.031454, -0.005882, 0.436335], [-2.153637, 0.234311, -1.115386], [-0.539374, -1.615941, -0.206795]], "atomic_forces_ev_per_a": [[-2.5, -0.7, 0.1], [0.5, 1.2, 0.7], [-0.2, -0.4, -0.5], [1.4, 2.3, 0.1], [-2.2, 1.2, 2.7], [1.6, -0.4, -0.7], [0.1, -0.7, -0.2], [-0.7, -0.7, 0.1], [0.1, -2.0, 0.3], [2.2, 0.3, -0.5], [-0.2, -0.4, -2.3], [-0.1, 0.1, 0.2]]}

{"formula": "C5H6N", "method": "ωB97M-V/def2-TZVPD", "charge": 1, "homo_lumo_gap_ev": 8.69, "largest_force_ha_per_bohr": 0.0993, "relative_energy_kcal_mol": 85.63, "symbols": ["C", "C", "C", "C", "C", "N", "H", "H", "H", "H", "H", "H"], "xyz": [[1.598986, 0.150853, -0.399196], [-0.634355, -0.748520, 0.221334], [0.251342, 0.357346, 0.041445], [-0.078556, -2.015785, 0.272574], [-0.366374, 1.649009, 0.038512], [2.673810, -0.034847, -0.759029], [-1.647221, -0.503907, 0.586538], [-0.851815, -2.827876, 0.012039], [0.917573, -2.243811, 0.044961], [0.146432, 2.633392, 0.336148], [-1.370257, 1.667457, 0.592685], [-0.639560, 1.916692, -0.988006]], "atomic_forces_ev_per_a": [[-0.6, 0.2, 0.5], [1.9, -0.3, 1.9], [-0.6, -0.8, -0.5], [-4.3, -0.1, -2.7], [-1.6, 3.3, 1.4], [0.2, 0.0, -0.1], [0.5, -0.5, -0.8], [1.4, 0.7, 1.5], [1.6, -0.1, 0.2], [0.1, -1.9, -0.2], [1.5, -0.3, -0.7], [0.0, -0.3, -0.5]]}

{"formula": "C5H6N", "method": "ωB97M-V/def2-TZVPD", "charge": 1, "s2": 2.0477, "homo_lumo_gap_ev": [11.36, 7.49], "spin_multiplicity": 3, "largest_force_ha_per_bohr": 0.0798, "relative_energy_kcal_mol": 46.13, "symbols": ["C", "C", "C", "C", "C", "N", "H", "H", "H", "H", "H", "H"], "xyz": [[0.225692, 0.119220, -1.063920], [-0.113542, -0.313126, 0.002920], [-0.552401, -0.730188, 3.536479], [0.023312, -0.536866, 2.404119], [0.558575, 0.300255, -2.422534], [-0.673206, -0.647586, 1.233242], [-0.899421, -0.848296, 4.543879], [1.060595, -0.301715, 2.265426], [0.303189, -0.575823, -3.069624], [0.094823, 1.168736, -2.712993], [1.554530, 0.390591, -2.430217], [-1.647295, -0.922084, 1.134255]], "atomic_forces_ev_per_a": [[-0.6, -1.3, 0.1], [-1.5, -0.6, 3.8], [-1.4, -0.4, 2.3], [0.4, 0.0, -1.7], [-1.8, -2.3, -0.2], [1.4, 1.0, -3.7], [0.2, 0.0, 0.0], [0.5, 0.2, 0.0], [-0.2, 0.7, 0.7], [-1.0, 2.1, -1.4], [4.0, 0.7, -0.6], [0.0, -0.1, 0.7]]}

{"formula": "C5H6N", "method": "ωB97M-V/def2-TZVPD", "charge": 1, "s2": 2.0187, "homo_lumo_gap_ev": [7.86, 6.62], "spin_multiplicity": 3, "largest_force_ha_per_bohr": 0.0942, "relative_energy_kcal_mol": 78.13, "symbols": ["C", "C", "C", "C", "C", "N", "H", "H", "H", "H", "H", "H"], "xyz": [[-0.429169, 1.546184, -0.203125], [-0.557382, -0.290565, 0.922329], [-0.090196, 0.504234, -1.190214], [0.449607, -1.150616, 1.246786], [-0.221158, -0.783160, -0.402147], [-0.686843, 1.057925, 1.015012], [-0.374449, 2.632210, -0.248460], [-0.556429, 0.455229, -2.206631], [0.978132, 0.980357, -1.181599], [1.470101, -0.928215, 1.643554], [0.259455, -2.224981, 1.376296], [-0.241667, -1.798602, -0.771799]], "atomic_forces_ev_per_a": [[-1.8, 0.8, 1.4], [-1.9, 1.5, 4.2], [2.0, 1.5, -1.0], [1.6, -2.0, 0.8], [1.9, 0.0, -1.1], [0.0, -1.6, -1.7], [0.2, -0.2, -0.6], [0.6, 0.4, 0.9], [-0.7, -1.7, -1.5], [-0.7, 0.6, -0.9], [-0.3, 0.4, -0.2], [-0.8, 0.3, -0.4]]}

{"formula": "C5H6N2", "method": "ωB97M-V/def2-TZVPD", "homo_lumo_gap_ev": 9.24, "largest_force_ha_per_bohr": 0.1966, "relative_energy_kcal_mol": 223.67, "symbols": ["C", "C", "C", "C", "C", "H", "H", "H", "H", "H", "H", "N", "N"], "xyz": [[-3.353519, 0.309141, 0.174445], [-1.867855, -0.202006, -0.421206], [-0.709054, -0.589387, -0.231739], [0.675010, -0.999626, -0.263549], [3.465966, 0.629677, -0.148933], [-3.181869, 1.128048, 1.239731], [-3.408915, -0.854324, 0.916963], [-4.204080, 0.864096, -0.709622], [0.942598, -2.051315, -0.184238], [2.869726, 1.700221, -0.634228], [4.480644, 0.681143, -0.186898], [1.437695, -0.034338, 0.068507], [2.853650, -0.581335, 0.380762]], "atomic_forces_ev_per_a": [[2.1, -0.8, 2.2], [-1.0, 1.2, 2.4], [-2.4, 0.3, -1.9], [-1.2, 0.8, 1.8], [-5.3, -2.9, 1.3], [-0.3, -2.3, -3.9], [-1.2, 3.6, -2.8], [2.8, -2.5, 3.1], [0.2, 0.1, -0.4], [1.5, -3.8, 1.8], [3.0, -0.1, 0.0], [1.6, -2.6, 0.7], [0.4, 9.1, -4.3]]}

{"formula": "C5H6N2", "method": "ωB97M-V/def2-TZVPD", "homo_lumo_gap_ev": 7.82, "largest_force_ha_per_bohr": 0.0510, "relative_energy_kcal_mol": 118.87, "symbols": ["C", "C", "C", "C", "C", "N", "N", "H", "H", "H", "H", "H", "H"], "xyz": [[1.339431, -1.148151, -0.613323], [2.593834, 1.908493, -1.300181], [1.443529, 1.735697, -1.601495], [-2.044312, -0.811783, 0.179880], [0.277586, -1.062803, 0.259968], [2.328346, -1.181982, -1.176285], [-0.924890, -1.389804, -0.182227], [3.556870, 2.185497, -0.959396], [0.491312, 1.323865, -1.768852], [-2.974518, -1.135839, -0.215056], [-2.042400, -0.153697, 1.098207], [0.348345, -0.347074, 1.097110], [-1.036034, -2.018958, -0.938782]], "atomic_forces_ev_per_a": [[-0.2, -0.6, 1.1], [-0.9, 0.5, 0.0], [1.1, -0.1, 0.4], [-0.3, 0.5, 2.0], [0.6, 0.6, 1.2], [1.8, -0.3, -1.5], [-1.8, 1.9, 0.5], [0.3, -0.1, -0.1], [-0.6, 0.1, -0.3], [-0.4, -0.4, -0.3], [0.1, -0.7, -1.5], [-0.2, -0.6, -0.6], [0.4, -0.7, -0.9]]}

{"formula": "C5H6N2", "method": "ωB97M-V/def2-TZVPD", "homo_lumo_gap_ev": 9.34, "largest_force_ha_per_bohr": 0.0739, "relative_energy_kcal_mol": 105.14, "symbols": ["C", "C", "C", "C", "C", "N", "N", "H", "H", "H", "H", "H", "H"], "xyz": [[-0.606794, 0.847721, -1.703110], [-0.084199, -2.338575, -0.974054], [1.030663, 0.713937, 0.424172], [-0.369978, 0.844373, 1.019103], [-0.158116, 0.451557, -0.424270], [-0.876950, 0.978109, -2.838821], [-0.440482, -1.516364, -0.112639], [-0.153411, -3.472738, -0.637588], [0.036990, -2.322175, -2.007442], [1.570775, 1.667666, 0.274404], [1.671241, -0.115387, 0.506264], [-0.769101, 0.090501, 1.599766], [-0.772610, 1.774992, 1.265685]], "atomic_forces_ev_per_a": [[-0.2, 0.0, -2.4], [-1.4, -3.1, 1.8], [-0.7, 1.9, -0.6], [1.4, -0.2, -2.1], [-1.0, -3.3, 1.3], [0.4, -0.1, 2.5], [1.1, 3.3, -0.1], [0.2, 2.0, -0.3], [0.8, 1.1, -1.9], [-0.4, -0.6, -0.1], [0.5, -1.0, 0.8], [-0.5, -1.7, 1.0], [-0.1, 1.6, 0.1]]}